Record 1
{
  "formula": "C25H36N2OP",
  "method": "ωB97M-V/def2-TZVPD",
  "energy_ha": -1500.088139,
  "homo_energy_ha": -0.3765,
  "total_charge": 1,
  "gap_ev": 5.49,
  "elements": ["C", "O", "C", "C", "C", "C", "C", "C", "C", "C", "C", "C", "C", "C", "C", "C", "H", "H", "H", "H", "H", "H", "H", "H", "H", "H", "H", "H", "H", "H", "H", "C", "C", "C", "C", "N", "P", "H", "N", "C", "C", "C", "C", "C", "C", "H", "H", "H", "H", "H", "H", "H", "H", "H", "H", "H", "H", "H", "H", "H", "H", "H", "H", "H", "H"],
  "coordinates": [[5.693, -3.107, 3.116], [5.328, -1.718, 2.912], [4.048, -1.442, 2.568], [3.717, -0.079, 2.424], [2.413, 0.284, 2.174], [1.401, -0.683, 2.006], [0.040, -0.166, 1.641], [-1.198, -0.905, 2.098], [-2.407, -0.246, 1.816], [-3.626, -0.899, 1.937], [-3.668, -2.219, 2.367], [-4.988, -2.922, 2.449], [-2.485, -2.838, 2.782], [-1.261, -2.153, 2.720], [1.760, -2.031, 2.064], [3.052, -2.424, 2.432], [6.776, -3.065, 3.191], [5.240, -3.474, 4.052], [5.387, -3.734, 2.262], [4.499, 0.650, 2.547], [2.166, 1.337, 2.038], [-0.023, 0.864, 2.000], [-2.374, 0.778, 1.488], [-4.555, -0.380, 1.716], [-4.842, -3.985, 2.674], [-5.622, -2.481, 3.234], [-5.539, -2.813, 1.503], [-2.532, -3.857, 3.155], [-0.370, -2.622, 3.107], [1.051, -2.788, 1.790], [3.266, -3.471, 2.624], [-3.735, 0.080, -1.917], [-2.879, 1.343, -2.033], [-3.127, 2.018, -3.385], [-3.247, 2.329, -0.926], [-1.448, 1.005, -1.936], [-0.358, 2.264, -1.454], [-0.006, -0.104, 0.563], [0.951, 1.267, -2.012], [2.255, 1.923, -2.206], [3.382, 0.888, -2.178], [2.471, 2.956, -1.101], [2.244, 2.641, -3.559], [0.497, 0.343, -2.964], [-0.864, 0.192, -2.919], [-3.528, -0.454, -0.983], [-4.797, 0.367, -1.912], [-3.565, -0.582, -2.773], [-2.518, 2.926, -3.479], [-2.893, 1.343, -4.217], [-4.186, 2.290, -3.435], [-2.679, 3.265, -1.015], [-4.312, 2.571, -1.019], [-3.108, 1.911, 0.075], [3.299, 0.200, -3.028], [4.348, 1.408, -2.252], [3.375, 0.323, -1.237], [1.716, 3.753, -1.145], [2.479, 2.512, -0.100], [3.452, 3.422, -1.253], [1.444, 3.391, -3.593], [3.209, 3.144, -3.681], [2.106, 1.934, -4.386], [1.169, 0.010, -3.758], [-1.499, -0.288, -3.668]]
}


Record 2
{
  "formula": "C16H33BF2N2O",
  "method": "ωB97M-V/def2-TZVPD",
  "energy_ha": -1038.626097,
  "homo_energy_ha": -0.2335,
  "total_charge": 0,
  "gap_ev": 5.22,
  "elements": ["C", "C", "F", "C", "B", "F", "C", "C", "C", "C", "N", "C", "C", "C", "C", "H", "H", "H", "H", "H", "H", "H", "H", "H", "H", "H", "H", "H", "H", "H", "H", "H", "H", "H", "C", "N", "C", "C", "C", "C", "O", "H", "H", "H", "H", "H", "H", "H", "H", "H", "H", "H", "H", "H", "H"],
  "coordinates": [[0.686, 0.183, 0.484], [1.039, 1.711, 0.461], [2.504, 1.803, 0.461], [0.471, 2.430, -0.815], [-1.152, 2.803, -0.671], [-1.633, 2.223, 0.594], [-1.420, 4.416, -0.834], [-2.386, 5.063, 0.236], [-3.814, 4.406, 0.354], [-4.503, 4.026, -1.024], [-5.081, 2.675, -0.900], [-6.422, 2.483, -0.549], [-6.728, 1.063, -0.446], [-5.440, 0.334, -0.783], [-4.510, 1.423, -1.040], [-0.246, 0.089, 1.119], [1.465, -0.457, 0.987], [0.391, -0.197, -0.534], [0.728, 2.251, 1.401], [0.639, 1.728, -1.690], [1.118, 3.331, -0.995], [-1.680, 2.272, -1.631], [-1.733, 4.690, -1.890], [-0.411, 4.926, -0.694], [-2.483, 6.173, 0.015], [-1.884, 5.006, 1.247], [-4.483, 5.137, 0.906], [-3.814, 3.477, 0.993], [-5.383, 4.725, -1.147], [-3.862, 4.173, -1.926], [-7.147, 3.298, -0.344], [-7.719, 0.649, -0.164], [-5.270, -0.762, -0.786], [-3.449, 1.211, -1.296], [2.702, -4.817, -0.160], [4.168, -4.487, 0.024], [4.791, -4.361, -1.343], [4.842, -5.602, 0.768], [4.349, -3.146, 0.742], [3.801, -3.090, 2.159], [2.404, -3.334, 2.166], [2.631, -5.622, -0.893], [2.290, -5.166, 0.781], [2.187, -3.931, -0.524], [4.676, -5.312, -1.863], [5.847, -4.123, -1.221], [4.277, -3.568, -1.884], [4.351, -5.737, 1.729], [5.891, -5.340, 0.906], [4.750, -6.513, 0.178], [3.848, -2.403, 0.117], [5.421, -2.942, 0.754], [3.978, -2.089, 2.566], [4.298, -3.810, 2.816], [2.112, -3.366, 3.086]]
}


Record 3
{
  "formula": "C3H6FN",
  "method": "ωB97M-V/def2-TZVPD",
  "energy_ha": -272.296425,
  "homo_energy_ha": -0.3174,
  "total_charge": 0,
  "smiles": "N[C@@H]1C[C@@H]1F",
  "gap_ev": 9.53,
  "elements": ["C", "C", "C", "H", "H", "H", "H", "H", "H", "N", "F"],
  "coordinates": [[-0.482, -0.035, 0.777], [-0.353, 0.838, -0.611], [0.814, 0.493, 0.203], [0.548, -1.661, 0.156], [-0.836, -1.433, -1.114], [-0.532, 0.475, 1.967], [-0.397, 0.074, -1.547], [-0.807, 1.837, -0.665], [1.107, 1.359, 0.921], [-0.607, -1.374, 0.040], [1.545, -0.573, -0.128]]
}


Record 4
{
  "formula": "C6H14O",
  "method": "ωB97M-V/def2-TZVPD",
  "energy_ha": -312.115749,
  "homo_energy_ha": -0.2978,
  "total_charge": 0,
  "gap_ev": 9.14,
  "elements": ["C", "C", "C", "C", "C", "O", "C", "H", "H", "H", "H", "H", "H", "H", "H", "H", "H", "H", "H", "H", "H"],
  "coordinates": [[-2.992, 0.653, -0.018], [-1.778, -0.145, 0.452], [-0.770, -0.410, -0.668], [0.420, -1.238, -0.219], [1.704, -1.036, -0.775], [2.388, -0.233, 0.757], [2.542, 1.167, 0.689], [-3.705, 0.822, 0.796], [-3.521, 0.126, -0.821], [-2.690, 1.632, -0.409], [-1.271, 0.388, 1.268], [-2.108, -1.104, 0.874], [-1.297, -0.902, -1.501], [-0.416, 0.555, -1.064], [0.195, -2.257, 0.101], [1.217, -0.600, 0.812], [2.435, -1.838, -0.810], [1.882, -0.227, -1.483], [3.450, 1.418, 0.129], [2.635, 1.582, 1.699], [1.681, 1.647, 0.191]]
}